Computed, not measured: a structure of composition C13H15IIrN6O6S, with ωB97M-V/def2-TZVPD.

## Properties
HOMO (alpha / beta) (eV): -12.975 / -12.959
Net charge: +2
Spin multiplicity: 6
Expectation value of S²: 8.769
Maximum force (hartree/bohr): 0.006

Atoms and positions in Å:
1 Ir 0.0237 -0.2718 1.2761
2 I -1.6551 5.8732 -5.2242
3 S 2.0479 -0.8768 -0.0736
4 O -0.3408 1.2205 -0.1298
5 O 2.0514 1.1079 2.4554
6 O -0.6532 -1.9505 0.2057
7 O 2.5506 0.4373 4.4501
8 O 1.0350 0.4391 -1.7105
9 O -1.2290 1.5209 2.3457
10 N -1.4970 -1.5177 2.7893
11 N 0.0549 -2.4893 -0.8109
12 N 0.8031 -0.4339 3.3060
13 N 1.8784 0.4135 3.4522
14 N -0.9159 -1.6864 4.0531
15 N 0.7216 -1.1149 5.5749
16 C 0.2447 -1.0631 4.3503
17 C -1.5826 4.3042 -2.6522
18 C 0.1908 1.2712 -1.3183
19 C -0.1281 3.4181 -4.3699
20 C 0.0777 -4.0157 -2.6025
21 C -0.2528 2.3440 -2.2205
22 C -0.5765 -3.4099 -1.5532
23 C -1.0561 4.3616 -3.9392
24 C 1.3944 -3.6703 -2.8758
25 C 0.2745 2.4137 -3.5110
26 C -1.1823 3.2955 -1.7974
27 C 1.3356 -2.1159 -1.0486
28 C 2.0237 -2.7169 -2.0920
29 H -1.6355 1.9527 1.5782
30 H 1.0022 1.6831 -3.8346
31 H 1.6096 -0.6735 5.7743
32 H -2.2978 5.0449 -2.3241
33 H 0.2793 3.4730 -5.3693
34 H -1.7322 -2.4197 2.3871
35 H -0.6626 2.2067 2.7300
36 H 3.0467 -2.4180 -2.2716
37 H 1.9274 -4.1407 -3.6904
38 H 0.2270 -1.5835 6.3184
39 H -1.5967 -3.6140 -1.2656
40 H -1.5891 3.2516 -0.7976
41 H -1.4398 -2.1670 4.7703
42 H -2.3269 -0.9316 2.8566
43 H -0.4501 -4.7520 -3.1907

Cartesian forces (eV/Å) of the 2 atoms listed first:
Ir -0.13 -0.16 -0.10
I -0.01 0.01 -0.01

=====

Computed, not measured: the ion C4H13N3 with charge +1 at a distorted geometry, with ωB97M-V/def2-TZVPD.

## Properties
HOMO (alpha / beta) (eV): -13.893 / -13.784
Net charge: +1
Spin multiplicity: 2
Expectation value of S²: 0.755
ΔE to the lowest compared entry with this formula, charge and spin (kJ/mol): 103.6
Maximum force (hartree/bohr): 0.061

Atoms and positions in Å:
1 N -0.1974 0.1165 -1.2638
2 N 0.7275 -0.0395 2.2382
3 N 0.6602 -2.1534 -0.8498
4 C -1.2043 1.8320 0.1677
5 C -0.4416 0.4845 0.1311
6 C 0.9105 0.5756 0.9192
7 C -0.1582 -1.3127 -1.6428
8 H 1.7265 0.2132 0.2818
9 H 1.1139 1.6230 1.1409
10 H 1.6228 -1.8813 -1.0060
11 H -0.8495 0.6615 -1.8335
12 H 0.3087 -1.3085 -2.6302
13 H -1.0549 -0.2907 0.6040
14 H 1.5992 -0.4125 2.6006
15 H -0.5719 2.5569 0.6411
16 H 0.4896 -2.0747 0.1489
17 H -1.1719 -1.7276 -1.6697
18 H -2.1682 1.7452 0.6702
19 H 0.1080 -0.8390 2.1708
20 H -1.4491 2.2316 -0.8187

Cartesian forces (eV/Å) of the 2 atoms listed first:
N -2.67 -0.92 1.38
N 0.19 -0.70 -0.66

=====

Computed, not measured: a cluster of 2 separate species, CH5N2O3S in total at a distorted geometry, with ωB97M-V/def2-TZVPD.

## Properties
HOMO (eV): -4.335
Net charge: -1
ΔE to the lowest compared entry with this formula, charge and spin (kJ/mol): 184.0
Maximum force (hartree/bohr): 0.113

Atoms and positions in Å:
1 S -1.3438 2.0471 -0.1376
2 O 1.3031 1.5715 -1.8952
3 O -0.0844 2.8063 0.2609
4 O -1.5783 1.8918 -1.5694
5 N -0.5968 0.3939 0.2702
6 N -1.3586 -0.4108 0.9549
7 C -1.0532 -1.4579 1.5560
8 H -0.0295 -2.0897 1.7260
9 H 1.3753 1.6325 -1.0190
10 H 0.3820 1.8820 -2.0306
11 H 0.3806 0.2394 -0.0300
12 H -1.8502 -2.1350 1.9130

Cartesian forces (eV/Å) of the 2 atoms listed first:
S 2.17 -0.53 2.21
O -0.78 -0.46 -5.74

=====

Computed, not measured: a structure of composition C17H19AgCl3GeN7S at a distorted geometry, with ωB97M-V/def2-TZVPD.

## Properties
HOMO (alpha / beta) (eV): -11.410 / -11.944
Net charge: +1
Spin multiplicity: 2
Expectation value of S²: 0.755
Maximum force (hartree/bohr): 0.052

Atoms and positions in Å:
1 Ag -0.0404 0.8114 -0.8288
2 Ge -0.2113 3.0956 -2.3420
3 Cl 1.3712 4.2337 -1.4906
4 Cl -2.0403 3.6232 -1.3448
5 Cl -0.4578 3.7271 -4.4131
6 S 5.2553 0.9475 4.7772
7 N -2.2514 -2.6771 -2.2392
8 N 0.2045 0.9623 1.4344
9 N 5.4565 1.1810 3.2000
10 N 3.6751 0.8300 4.8661
11 N -3.1760 -0.9524 -1.0315
12 N -1.1095 -0.6571 -2.0176
13 N 2.2684 0.8105 -0.3542
14 C 0.7166 0.9753 4.1855
15 C 1.7887 0.9891 3.2441
16 C 1.4885 0.9444 1.8977
17 C -3.5445 -3.3436 -2.5519
18 C 3.9133 1.2158 1.2978
19 C -3.5749 -1.7492 0.0892
20 C 4.2420 1.1848 2.7011
21 C -3.3904 0.4511 -0.8243
22 C -2.1472 -1.4061 -1.7783
23 C 3.2038 0.9730 3.6507
24 C 4.8307 1.3614 0.2879
25 C 4.4703 1.1972 -1.0140
26 C -0.5735 1.0488 3.7106
27 C 2.5889 1.0094 0.9054
28 C -1.0482 -3.3679 -2.6896
29 C -0.7563 0.9327 2.2993
30 C 3.1544 0.8283 -1.3299
31 H -0.6017 -0.9381 -2.8718
32 H -2.6197 0.9160 -0.2264
33 H -1.7854 0.9639 1.9301
34 H 0.9403 0.9956 5.2482
35 H -3.4976 -2.7870 -0.2439
36 H -2.8917 -1.6324 0.9456
37 H 2.8319 0.6334 -2.3434
38 H 5.0884 1.2878 -1.8790
39 H -0.8174 -3.3068 -3.7577
40 H -3.5083 0.9897 -1.7906
41 H -4.5929 -1.6090 0.4580
42 H 5.8312 1.6379 0.5891
43 H -3.7191 -4.2052 -1.9203
44 H -3.5926 -3.6495 -3.5702
45 H -4.3348 -2.6203 -2.4364
46 H -1.4011 1.0280 4.4105
47 H -0.2115 -3.0052 -2.1391
48 H -4.3284 0.5331 -0.2807
49 H -1.0965 -4.4121 -2.4191

Cartesian forces (eV/Å) of the 2 atoms listed first:
Ag 0.01 -0.18 -0.35
Ge -0.29 -0.16 -0.57

=====

Computed, not measured: a structure of composition C20H33AuN2O2SeSi4 at a distorted geometry, with ωB97M-V/def2-TZVPD.

## Properties
HOMO (eV): -8.353
Net charge: 0
ΔE to the lowest compared entry with this formula, charge and spin (kJ/mol): 201.8
Maximum force (hartree/bohr): 0.056

Atoms and positions in Å:
1 Au 0.7179 0.8993 -2.0673
2 Se 1.1883 2.7544 -3.7809
3 Si -0.0935 -1.5547 1.3894
4 Si -0.3849 2.4921 1.2789
5 Si 0.6350 0.4981 0.3589
6 Si 3.2874 0.4515 1.0133
7 O 2.1441 -3.1198 -2.7537
8 O 2.0147 -1.0619 -1.9210
9 N 0.8364 5.2873 -2.3308
10 N -0.6326 -0.9617 -2.6623
11 C -2.1601 2.4534 0.5776
12 C -0.5079 2.3925 3.1822
13 C -2.7249 -2.1522 -2.5480
14 C -0.0963 -1.5554 3.3094
15 C -1.9811 -0.9467 -2.6420
16 C -0.6438 -3.3405 -2.7200
17 C -2.0072 -3.3656 -2.6357
18 C 1.5397 -2.0996 -2.4664
19 C -1.9648 -1.6202 0.9795
20 C -4.7420 -0.8648 -2.2664
21 C 3.8917 2.0852 0.2636
22 C 0.9728 4.2860 -2.8864
23 C -4.1119 -2.0774 -2.3117
24 C -2.6588 0.2853 -2.6205
25 C 0.0154 -2.0968 -2.6705
26 C -4.0153 0.3210 -2.4542
27 C 4.0484 -1.1219 0.3073
28 C 3.2212 0.5177 2.9187
29 C 0.4887 4.1134 0.8159
30 C 0.7827 -3.1832 0.9219
31 H 4.2225 0.5609 3.3376
32 H 1.1199 -3.1956 -0.1082
33 H -2.3763 -2.6075 1.1736
34 H 3.7043 2.1054 -0.8053
35 H -2.5048 -0.9094 1.5999
36 H 0.1231 -4.0376 1.0581
37 H -2.5548 -4.2968 -2.6232
38 H -0.6008 -2.4470 3.6720
39 H -0.0344 -4.2296 -2.7790
40 H -2.6628 1.5185 0.8094
41 H -2.7667 3.2605 0.9793
42 H 4.9616 2.2146 0.4106
43 H -5.8004 -0.8103 -2.0633
44 H 1.6495 -3.3408 1.5580
45 H 0.4710 2.4010 3.6494
46 H 3.7254 -1.2337 -0.7267
47 H 2.6821 1.3916 3.2681
48 H -1.0178 1.4877 3.4935
49 H 3.7211 -2.0045 0.8488
50 H -2.0653 1.1811 -2.7194
51 H 1.4559 4.1986 1.3012
52 H -4.5342 1.2665 -2.4368
53 H 0.6430 4.1949 -0.2553
54 H -4.6584 -2.9942 -2.1507
55 H 3.3935 2.9421 0.7064
56 H -0.1065 4.9721 1.1143
57 H 2.7356 -0.3619 3.3262
58 H 0.9019 -1.5563 3.7305
59 H -0.6275 -0.7009 3.7120
60 H 5.1355 -1.1019 0.3207
61 H -1.0684 3.2355 3.5763
62 H -2.1723 -1.3812 -0.0570
63 H -2.1520 2.5607 -0.5024

Cartesian forces (eV/Å) of the 2 atoms listed first:
Au 0.27 -0.44 -0.55
Se 0.11 -1.13 -0.14

=====

Computed, not measured: an isolated molecule of C21H23FN2O8, with ωB97M-V/def2-TZVPD.

## Properties
HOMO (eV): -8.542
Net charge: 0
ΔE to the lowest compared entry with this formula, charge and spin (kJ/mol): 15.2
Maximum force (hartree/bohr): 0.017

Atoms and positions in Å:
1 F 2.6186 1.1413 1.6109
2 O -2.8025 1.8294 6.7307
3 O 0.3609 0.1116 -4.4254
4 O -4.7278 1.5380 5.6595
5 O 0.2364 0.2498 -1.7437
6 O 3.4906 -2.0972 -3.6109
7 O 3.2161 -2.7141 -1.4631
8 O -0.6119 1.6826 5.3658
9 O 0.1864 -2.1240 -4.2850
10 N 1.0983 0.6516 -0.6833
11 N -2.8843 0.9818 2.0268
12 C -0.8780 0.7709 0.6785
13 C 2.3361 -0.6132 -2.2375
14 C 3.2206 -3.9362 -5.1395
15 C 3.0813 -1.9303 -2.3627
16 C 0.8165 -0.8809 -2.3392
17 C 1.3267 -0.2105 -6.6351
18 C -3.4407 1.1668 3.2346
19 C 0.5067 0.7879 0.5466
20 C -3.8656 -0.7991 0.6400
21 C -0.7169 1.2422 3.0432
22 C 0.0709 0.0835 -5.8287
23 C -1.5081 0.9951 1.9031
24 C -3.5213 1.5955 5.6462
25 C -2.7455 1.4021 4.3815
26 C 0.6760 1.2784 2.9098
27 C 1.2697 1.0661 1.6991
28 C 2.4098 0.0411 -0.8607
29 C 0.3991 -1.0465 -3.7966
30 C -3.7522 0.7013 0.8975
31 C -1.3020 1.4645 4.3608
32 C 4.0340 -3.3714 -3.9864
33 H 3.1848 0.8072 -0.8090
34 H -2.8934 -1.2310 0.4176
35 H -4.5281 -0.9798 -0.2017
36 H 0.5578 -1.8024 -1.7922
37 H -0.3251 1.0750 -6.0541
38 H 2.0917 0.5339 -6.4285
39 H 2.6039 -0.7248 -0.0998
40 H -3.3757 1.2205 0.0140
41 H 4.0027 -4.0324 -3.1153
42 H -0.6910 -0.6790 -6.0172
43 H -4.5206 1.1307 3.2935
44 H -4.7397 1.1066 1.1278
45 H -1.4424 0.5721 -0.2154
46 H 3.3310 -3.3112 -6.0219
47 H -1.8302 1.8336 6.4971
48 H 2.6372 0.0704 -3.0337
49 H 3.5662 -4.9390 -5.3720
50 H 5.0741 -3.2029 -4.2790
51 H 1.7110 -1.1940 -6.3760
52 H 1.0908 -0.1916 -7.6949
53 H 1.2712 1.4825 3.7863
54 H 2.1678 -3.9741 -4.8688
55 H -4.2717 -1.2991 1.5160

Cartesian forces (eV/Å) of the 2 atoms listed first:
F -0.12 0.02 -0.10
O 0.21 0.05 0.24

=====

Number 6 is which compound?
C21H23FN2O8

=====

Among the records above, which one has the lowest maximum force?
C13H15IIrN6O6S

=====

Which value of net charge does entry 4 give?
+1